This record from the Open Molecules 2025 dataset describes C7H18FPSi2 in the gas phase at a distorted geometry. The level of theory is wB97M-V/def2-TZVPD.

Summary:
- LUMO level (Ha) = -0.016
- total energy (a.u.) = -1297.725274
- 2S+1 = 1
- max |F| (eV/A) = 4.84
- total charge = 0
- relative energy (zero: lowest compared OMol25 entry of this formula, charge and spin) (kJ/mol) = 0.0
- HOMO-LUMO gap (eV) = 8.455
- SMILES = C[Si](C)(C)C(=PF)[Si](C)(C)C

Element x y z (Å)
C1 -2.02 -1.14 1.84
Si1 -1.16 -1.36 0.20
C2 -2.24 -0.33 -1.09
C3 -1.17 -3.19 -0.29
C4 0.58 -0.68 0.11
P1 1.84 -2.01 0.07
F1 3.22 -1.22 0.12
Si2 1.24 1.13 -0.19
C5 2.26 1.63 1.37
C6 -0.17 2.26 -0.10
C7 2.24 1.42 -1.82
H1 -3.08 -1.39 1.77
H2 -1.65 -2.06 2.38
H3 -1.96 -0.16 2.29
H4 -3.05 -0.97 -1.38
H5 -2.61 0.63 -0.61
H6 -1.77 0.11 -1.96
H7 -1.56 -3.09 -1.23
H8 -0.19 -3.67 -0.31
H9 -1.86 -3.93 0.31
H10 2.94 2.57 1.17
H11 1.43 2.01 2.09
H12 2.88 0.84 1.91
H13 -0.72 2.47 -1.05
H14 -0.79 1.95 0.65
H15 0.27 3.30 0.16
H16 1.48 1.50 -2.56
H17 2.53 2.52 -1.78
H18 3.11 0.85 -2.08

Mulliken population analysis, charges in e, atoms 1 to 8: -0.98, 0.29, -1.21, -1.26, 0.38, 0.08, -0.21, 0.27

---

This record from the Open Molecules 2025 dataset describes a molecular structure, C35H58BaN11S4. The level of theory is wB97M-V/def2-TZVPD.

Summary:
- LUMO level (Ha) = -0.264
- total energy (a.u.) = -3588.360685
- 2S+1 = 1
- max |F| (eV/A) = 0.49
- total charge = +3
- relative energy (zero: lowest compared OMol25 entry of this formula, charge and spin) (kJ/mol) = 41.2
- HOMO-LUMO gap (eV) = 7.872

Element x y z (Å)
Ba1 -1.18 0.10 0.20
C1 -0.13 2.75 3.28
C2 -0.18 3.42 1.91
N1 -1.19 2.88 0.97
C3 -2.56 3.36 1.28
C4 -3.46 2.30 1.90
N2 -3.69 1.18 0.97
C5 -4.79 0.30 1.43
C6 -4.43 -0.66 2.56
C7 -3.63 -1.89 2.15
N3 -2.16 -1.71 2.11
C8 -1.56 -1.60 3.45
C9 -1.06 -0.21 3.79
N4 -0.01 0.25 2.86
C10 0.67 1.46 3.38
H1 0.35 3.46 3.96
H2 -1.14 2.63 3.69
H3 -0.36 4.49 2.05
H4 0.79 3.33 1.43
H5 -0.95 3.27 0.07
H6 -2.53 4.22 1.96
H7 -3.02 3.71 0.35
H8 -3.02 1.91 2.82
H9 -4.41 2.78 2.18
H10 -4.00 1.60 0.11
H11 -5.63 0.93 1.75
H12 -5.13 -0.28 0.57
H13 -3.95 -0.13 3.38
H14 -5.38 -1.01 2.97
H15 -3.87 -2.70 2.84
H16 -3.96 -2.21 1.16
H17 -1.79 -2.56 1.69
H18 -2.26 -1.91 4.22
H19 -0.71 -2.29 3.51
H20 -1.89 0.50 3.74
H21 -0.70 -0.20 4.82
H22 0.69 -0.48 2.83
H23 0.93 1.29 4.43
H24 1.60 1.57 2.84
C11 -0.67 0.92 -4.15
C12 -1.00 2.26 -3.49
S1 -2.32 2.26 -2.26
C13 -3.75 1.67 -3.22
C14 -4.52 0.53 -2.57
S2 -3.56 -0.91 -2.04
C15 -2.86 -1.48 -3.61
C16 -1.37 -1.77 -3.58
S3 -0.29 -0.44 -3.00
H25 0.19 1.06 -4.81
H26 -1.49 0.58 -4.79
H27 -1.25 2.98 -4.27
H28 -0.13 2.65 -2.97
H29 -3.39 1.39 -4.20
H30 -4.43 2.51 -3.37
H31 -5.30 0.19 -3.25
H32 -5.04 0.86 -1.67
H33 -3.11 -0.74 -4.37
H34 -3.38 -2.40 -3.90
H35 -1.05 -2.08 -4.57
H36 -1.16 -2.61 -2.90
N5 4.98 -3.24 -1.64
C17 4.77 -3.26 -0.14
C18 3.30 -3.11 0.22
N6 2.67 -1.84 -0.11
H37 5.98 -3.29 -1.88
H38 4.61 -2.37 -2.04
H39 4.51 -4.02 -2.09
H40 5.38 -2.44 0.26
H41 5.18 -4.20 0.21
H42 3.23 -3.29 1.29
H43 2.72 -3.91 -0.24
H44 2.41 -1.72 -1.08
H45 3.14 -1.01 0.23
N7 1.00 -4.55 2.37
C19 0.28 -4.77 1.22
N8 -0.65 -3.98 0.79
C20 -1.20 -4.51 -0.38
C21 -2.28 -3.96 -1.08
C22 -2.74 -4.60 -2.21
C23 -2.14 -5.77 -2.67
C24 -1.08 -6.34 -1.99
C25 -0.62 -5.69 -0.84
S4 0.64 -6.18 0.26
H46 0.51 -3.97 3.04
H47 1.39 -5.38 2.80
H48 -2.77 -3.07 -0.70
H49 -3.60 -4.20 -2.74
H50 -2.52 -6.26 -3.56
H51 -0.63 -7.26 -2.33
N9 8.24 7.18 1.66
C26 7.45 6.45 1.26
C27 6.46 5.54 0.76
C28 6.78 4.67 -0.28
C29 5.83 3.78 -0.75
C30 4.56 3.78 -0.17
C31 4.23 4.65 0.85
C32 5.19 5.53 1.33
N10 3.58 2.84 -0.65
C33 3.30 2.54 -1.96
C34 2.31 1.60 -1.92
N11 1.94 1.34 -0.62
C35 2.74 2.11 0.11
H52 7.77 4.69 -0.71
H53 6.07 3.10 -1.55
H54 3.24 4.65 1.27
H55 4.95 6.22 2.12
H56 3.82 3.00 -2.78
H57 1.86 1.10 -2.75
H58 2.77 2.16 1.18

Mulliken population analysis, charges in e, atoms 1 to 8: -0.09, -0.72, -0.19, 0.56, -1.23, -0.48, 0.56, -0.91

---

This record from the Open Molecules 2025 dataset describes 3 unconnected molecules or ions with the total composition C4H12ClO2 at a distorted geometry. The level of theory is wB97M-V/def2-TZVPD.

Summary:
- LUMO level (Ha) = 0.134
- total energy (a.u.) = -770.249788
- 2S+1 = 1
- max |F| (eV/A) = 5.91
- total charge = -1
- relative energy (zero: lowest compared OMol25 entry of this formula, charge and spin) (kJ/mol) = 282.9
- HOMO-LUMO gap (eV) = 8.127

Element x y z (Å)
Cl1 0.19 -0.60 -2.28
C1 1.25 -3.99 1.76
C2 0.39 -3.04 0.90
O1 1.25 -2.68 -0.24
H1 0.32 -4.17 2.37
H2 2.17 -3.52 2.14
H3 1.62 -5.01 1.50
H4 -0.04 -2.19 1.42
H5 -0.48 -3.47 0.65
H6 0.70 -2.28 -0.86
C3 -1.37 4.27 -0.72
C4 -0.37 3.25 -1.12
O2 -0.56 2.24 -0.07
H7 -1.45 5.24 -1.48
H8 -1.20 4.76 0.41
H9 -2.28 3.75 -0.59
H10 0.68 3.60 -1.42
H11 -0.66 2.50 -2.02
H12 -0.15 1.33 -0.35

Mulliken population analysis, charges in e, atoms 1 to 8: -0.88, -0.89, -0.29, -0.41, 0.25, 0.22, 0.26, 0.30

---

This record from the Open Molecules 2025 dataset describes a molecular structure, C12H18BBr33O3PS. The level of theory is wB97M-V/def2-TZVPD.

Summary:
- LUMO level (Ha) = -0.133
- total energy (a.u.) = -86400.364399
- 2S+1 = 1
- max |F| (eV/A) = 0.70
- total charge = +1
- HOMO-LUMO gap (eV) = 7.937

Element x y z (Å)
C1 -1.25 -0.37 3.20
B1 -1.23 -1.53 2.19
O1 -1.21 -2.82 2.53
S1 -1.15 -1.19 0.23
P1 -0.97 1.07 -0.44
O2 0.39 1.42 0.30
O3 -2.00 1.80 0.55
H1 -1.20 0.65 2.81
H2 -2.17 -0.50 3.78
H3 -0.43 -0.52 3.90
H4 -1.58 -3.46 1.91
H5 -2.41 -1.40 -0.19
H6 1.09 0.76 0.41
H7 -2.76 1.29 0.85
C2 2.93 1.59 -1.95
Br1 4.62 1.90 -2.78
Br2 1.49 1.60 -3.21
Br3 2.95 -0.06 -0.95
H8 2.76 2.39 -1.24
C3 2.37 1.11 5.45
Br4 2.20 1.29 3.53
Br5 3.71 2.29 6.13
Br6 0.68 1.35 6.32
H9 2.69 0.10 5.64
C4 -5.90 -1.11 3.59
Br7 -4.92 -2.31 4.71
Br8 -4.71 -0.32 2.26
Br9 -7.39 -1.94 2.75
H10 -6.26 -0.29 4.20
C5 1.02 -4.99 -0.92
Br10 1.64 -3.20 -1.25
Br11 0.32 -5.17 0.86
Br12 -0.25 -5.54 -2.24
H11 1.88 -5.64 -1.00
C6 4.33 -3.84 -4.19
Br13 3.79 -2.02 -4.49
Br14 5.10 -4.08 -2.45
Br15 2.87 -5.06 -4.47
H12 5.10 -4.08 -4.92
C7 -8.51 -5.76 2.39
Br16 -7.39 -6.13 0.87
Br17 -10.29 -6.40 2.13
Br18 -7.73 -6.42 4.02
H13 -8.57 -4.68 2.49
C8 3.79 5.99 -2.67
Br19 4.27 7.84 -2.70
Br20 3.03 5.48 -0.97
Br21 2.60 5.51 -4.10
H14 4.69 5.41 -2.80
C9 1.54 6.88 -7.69
Br22 0.52 8.50 -7.47
Br23 0.38 5.37 -7.98
Br24 2.84 7.05 -9.08
H15 2.07 6.71 -6.77
C10 -2.57 4.70 2.41
Br25 -4.11 3.56 2.63
Br26 -2.96 6.50 2.94
Br27 -1.06 3.98 3.34
H16 -2.33 4.71 1.36
C11 -0.88 -9.71 -2.70
Br28 -2.37 -8.58 -3.15
Br29 0.77 -9.02 -3.37
Br30 -0.79 -10.03 -0.81
H17 -1.06 -10.66 -3.18
C12 5.48 5.99 1.83
Br31 5.06 6.06 3.70
Br32 6.19 7.66 1.20
Br33 6.65 4.52 1.41
H18 4.56 5.82 1.30

Mulliken population analysis, charges in e, atoms 1 to 8: -0.33, 0.53, -0.50, -0.32, 0.40, 0.00, -0.23, 0.21

---

This record from the Open Molecules 2025 dataset describes C11H18N4O3 in the gas phase at a distorted geometry. The level of theory is wB97M-V/def2-TZVPD.

Summary:
- LUMO level (Ha) = 0.026
- total energy (a.u.) = -874.743049
- 2S+1 = 1
- max |F| (eV/A) = 3.02
- total charge = 0
- relative energy (zero: lowest compared OMol25 entry of this formula, charge and spin) (kJ/mol) = 50.5
- HOMO-LUMO gap (eV) = 9.354
- SMILES = CC(C)[C@H](NC(=O)[C@@H](N)Cc1c[nH]cn1)C(=O)O

Element x y z (Å)
C1 2.68 2.43 0.46
C2 3.40 1.05 0.38
C3 3.64 0.54 1.83
C4 2.69 0.06 -0.50
N1 1.34 -0.19 0.00
C5 0.22 0.34 -0.63
O1 0.28 1.14 -1.56
C6 -1.09 -0.27 -0.09
N2 -0.98 -0.77 1.27
C7 -2.18 0.87 -0.27
C8 -3.54 0.31 -0.12
C9 -4.65 0.52 -0.90
N3 -5.68 -0.21 -0.35
C10 -5.19 -0.83 0.79
N4 -3.88 -0.56 0.92
C11 3.52 -1.19 -0.64
O2 4.65 -1.17 -1.08
O3 2.90 -2.27 -0.17
H1 1.72 2.33 1.01
H2 3.17 3.22 1.05
H3 2.42 2.78 -0.54
H4 4.41 1.20 -0.05
H5 4.18 -0.40 1.79
H6 4.23 1.27 2.39
H7 2.68 0.43 2.41
H8 2.57 0.58 -1.48
H9 1.11 -0.98 0.68
H10 -1.31 -1.14 -0.75
H11 -0.82 0.03 1.89
H12 -1.79 -1.36 1.57
H13 -2.01 1.35 -1.26
H14 -2.00 1.70 0.45
H15 -4.90 1.10 -1.77
H16 -6.63 -0.19 -0.76
H17 -5.77 -1.44 1.44
H18 3.49 -3.02 -0.36

Mulliken population analysis, charges in e, atoms 1 to 8: -1.46, 0.24, -1.33, 0.13, -0.04, 0.00, -0.71, 0.27

---

This record from the Open Molecules 2025 dataset describes C5H9NO3 in the gas phase at a distorted geometry. The level of theory is wB97M-V/def2-TZVPD.

Summary:
- LUMO level (Ha) = 0.013
- total energy (a.u.) = -476.350762
- 2S+1 = 1
- max |F| (eV/A) = 6.50
- total charge = 0
- relative energy (zero: lowest compared OMol25 entry of this formula, charge and spin) (kJ/mol) = 245.2
- HOMO-LUMO gap (eV) = 9.514
- SMILES = C[C@](O)(C=O)CC(N)=O

Element x y z (Å)
C1 1.13 0.10 1.22
C2 -0.16 0.37 0.49
O1 -0.19 1.61 -0.20
C3 -1.41 0.21 1.40
O2 -1.32 -0.05 2.61
C4 -0.85 -0.80 -0.32
C5 0.44 -0.98 -1.35
N1 0.52 -0.04 -2.32
O3 1.12 -1.98 -1.31
H1 2.00 0.23 0.57
H2 1.16 -0.92 1.62
H3 1.22 0.78 2.08
H4 -0.26 2.31 0.48
H5 -2.33 0.68 0.99
H6 -1.66 -0.48 -0.98
H7 -0.88 -1.79 0.14
H8 0.19 0.90 -2.13
H9 1.27 -0.14 -2.99

Mulliken population analysis, charges in e, atoms 1 to 8: -1.59, 1.28, -0.61, -0.27, -0.53, -0.84, 0.37, -0.37

---

This record from the Open Molecules 2025 dataset describes C20H18N2O3S in the gas phase. The level of theory is wB97M-V/def2-TZVPD.

Summary:
- LUMO level (Ha) = -0.006
- total energy (a.u.) = -1506.344054
- 2S+1 = 1
- max |F| (eV/A) = 0.97
- total charge = 0
- relative energy (zero: lowest compared OMol25 entry of this formula, charge and spin) (kJ/mol) = 158.0
- HOMO-LUMO gap (eV) = 8.364
- SMILES = Cc1ccc(C(=O)CSC2=C(C#N)[C@@H](c3ccco3)CC(=O)N2)c(C)c1

Element x y z (Å)
C1 -6.61 -3.58 -2.09
C2 -5.26 -3.20 -1.55
C3 -4.22 -2.87 -2.42
C4 -2.98 -2.54 -1.92
C5 -2.75 -2.51 -0.54
C6 -1.41 -2.07 -0.11
O1 -0.39 -2.51 -0.62
C7 -1.35 -0.93 0.89
S1 -0.90 0.60 -0.03
C8 0.86 0.61 0.06
C9 1.54 1.78 0.05
C10 0.88 3.01 0.01
N1 0.35 4.03 -0.01
C11 3.05 1.75 0.03
C12 3.63 3.02 0.55
C13 3.41 3.71 1.71
C14 4.26 4.85 1.66
C15 4.93 4.76 0.48
O2 4.56 3.66 -0.20
C16 3.52 0.55 0.87
C17 2.84 -0.74 0.46
O3 3.37 -1.82 0.46
N2 1.52 -0.60 0.12
C18 -3.77 -2.87 0.34
C19 -3.56 -2.98 1.82
C20 -5.01 -3.21 -0.19
H1 -7.36 -3.56 -1.31
H2 -6.90 -2.90 -2.89
H3 -6.57 -4.58 -2.51
H4 -4.39 -2.88 -3.48
H5 -2.17 -2.29 -2.59
H6 -0.59 -1.10 1.65
H7 -2.31 -0.72 1.33
H8 3.40 1.62 -1.00
H9 2.73 3.46 2.49
H10 4.35 5.61 2.40
H11 5.67 5.39 0.02
H12 3.28 0.73 1.92
H13 4.60 0.42 0.80
H14 1.01 -1.45 -0.16
H15 -3.95 -2.10 2.33
H16 -4.10 -3.84 2.21
H17 -2.51 -3.09 2.07
H18 -5.80 -3.51 0.49

Mulliken population analysis, charges in e, atoms 1 to 8: -1.45, 0.83, -0.77, -0.73, 0.63, 0.37, -0.71, -0.93

---

This record from the Open Molecules 2025 dataset describes C10H12BrNO6 in the gas phase. The level of theory is wB97M-V/def2-TZVPD.

Summary:
- LUMO level (Ha) = -0.010
- total energy (a.u.) = -3468.469846
- 2S+1 = 1
- max |F| (eV/A) = 0.95
- total charge = 0
- relative energy (zero: lowest compared OMol25 entry of this formula, charge and spin) (kJ/mol) = 0.0
- HOMO-LUMO gap (eV) = 8.916
- SMILES = O=C(NC(CO)(CO)CO)c1coc(=O)c(Br)c1

Element x y z (Å)
O1 -1.71 1.09 0.52
C1 -0.88 0.50 -0.16
N1 0.40 0.28 0.19
C2 0.97 0.27 1.53
C3 0.58 1.53 2.35
O2 -0.66 1.45 2.97
C4 2.50 0.28 1.34
O3 2.87 -0.77 0.47
C5 0.51 -1.02 2.24
O4 0.62 -2.15 1.43
C6 -1.23 0.02 -1.53
C7 -0.84 -1.19 -2.00
O5 -1.19 -1.67 -3.19
C8 -2.00 -0.97 -4.06
O6 -2.25 -1.44 -5.13
C9 -2.48 0.32 -3.55
Br1 -3.62 1.25 -4.71
C10 -2.12 0.79 -2.34
H1 0.96 -0.26 -0.46
H2 0.65 2.40 1.69
H3 1.31 1.65 3.16
H4 -1.33 1.41 2.26
H5 2.80 1.25 0.92
H6 2.98 0.16 2.32
H7 3.82 -0.74 0.33
H8 -0.55 -0.93 2.49
H9 1.07 -1.13 3.18
H10 1.54 -2.21 1.14
H11 -0.23 -1.89 -1.44
H12 -2.49 1.73 -1.95

Mulliken population analysis, charges in e, atoms 1 to 8: -0.76, 0.81, -0.18, 1.06, -1.19, -0.61, -1.03, -0.58

---

This record from the Open Molecules 2025 dataset describes 12 unconnected molecules or ions with the total composition C50H60N12 at a distorted geometry. The level of theory is wB97M-V/def2-TZVPD.

Summary:
- LUMO level (Ha) = 0.010
- total energy (a.u.) = -2598.106030
- 2S+1 = 1
- max |F| (eV/A) = 4.86
- total charge = 0
- relative energy (zero: lowest compared OMol25 entry of this formula, charge and spin) (kJ/mol) = 356.2
- HOMO-LUMO gap (eV) = 8.193
- SMILES = c1cc[nH]c1.c1cc[nH]c1.c1cc[nH]c1.c1cc[nH]c1.c1cc[nH]c1.c1cc[nH]c1.c1cc[nH]c1.c1cc[nH]c1.c1cc[nH]c1.c1cc[nH]c1.c1ccncc1.c1ccncc1

Element x y z (Å)
C1 -3.74 3.09 -5.97
C2 -2.95 3.02 -7.17
C3 -3.77 3.19 -8.25
N1 -5.06 3.17 -7.76
C4 -5.05 3.12 -6.39
H1 -3.41 3.02 -4.94
H2 -1.87 2.98 -7.14
H3 -3.62 3.14 -9.32
H4 -5.90 3.02 -8.31
H5 -5.99 2.98 -5.89
C5 7.28 1.14 -2.57
C6 6.57 0.14 -3.24
C7 6.32 -0.79 -2.23
N2 6.81 -0.28 -1.04
C8 7.51 0.84 -1.24
H6 7.57 2.12 -2.92
H7 6.22 -0.02 -4.25
H8 5.90 -1.78 -2.31
H9 6.73 -0.65 -0.11
H10 8.01 1.38 -0.44
C9 5.81 0.55 4.03
C10 5.21 -0.66 3.61
C11 6.22 -1.58 3.48
N3 7.41 -0.98 3.81
C12 7.14 0.33 4.16
H11 5.35 1.52 4.14
H12 4.15 -0.71 3.42
H13 6.15 -2.64 3.30
H14 8.26 -1.52 3.72
H15 8.00 0.93 4.39
C13 1.04 -3.03 -7.10
C14 -0.24 -2.41 -6.94
C15 -0.14 -1.46 -6.00
N4 1.21 -1.39 -5.56
C16 1.92 -2.42 -6.23
H16 1.19 -3.79 -7.85
H17 -1.16 -2.70 -7.41
H18 -0.90 -0.81 -5.59
H19 1.45 -0.86 -4.73
H20 2.94 -2.56 -5.90
C17 -6.13 -2.19 2.71
C18 -7.46 -1.98 2.84
C19 -8.01 -3.27 3.21
N5 -6.96 -4.15 3.37
C20 -5.79 -3.43 3.09
H21 -5.46 -1.43 2.35
H22 -8.02 -1.06 2.74
H23 -8.99 -3.62 3.48
H24 -7.04 -5.12 3.63
H25 -4.85 -3.96 3.05
C21 -2.61 8.62 0.72
C22 -2.99 9.25 1.93
C23 -2.26 8.61 2.94
N6 -1.54 7.60 2.34
C24 -1.68 7.62 1.00
H26 -2.87 8.96 -0.27
H27 -3.67 10.08 2.06
H28 -2.18 8.83 4.00
H29 -0.92 6.94 2.77
H30 -1.16 6.88 0.41
C25 2.46 5.84 3.99
C26 2.07 4.86 4.84
C27 1.80 3.78 4.05
N7 2.05 4.13 2.70
C28 2.33 5.46 2.73
H31 2.71 6.85 4.30
H32 2.00 4.87 5.92
H33 1.55 2.75 4.26
H34 1.85 3.58 1.89
H35 2.55 5.95 1.79
C29 -7.57 3.34 0.37
C30 -6.39 3.32 -0.30
C31 -5.72 4.51 -0.05
N8 -6.52 5.25 0.79
C32 -7.63 4.52 1.14
H36 -8.43 2.68 0.33
H37 -6.07 2.58 -1.02
H38 -4.78 4.92 -0.38
H39 -6.28 6.20 1.07
H40 -8.34 4.90 1.87
C33 0.29 1.74 -1.20
C34 1.59 1.18 -1.07
C35 1.51 0.09 -0.26
N9 0.23 0.05 0.19
C36 -0.51 1.01 -0.39
H41 0.01 2.56 -1.84
H42 2.52 1.46 -1.54
H43 2.23 -0.62 0.13
H44 -0.07 -0.69 0.81
H45 -1.56 1.16 -0.22
C37 -1.71 -5.62 -0.15
C38 -1.24 -6.39 -1.27
C39 -1.34 -5.51 -2.36
N10 -1.73 -4.22 -1.94
C40 -1.91 -4.34 -0.56
H46 -1.99 -5.92 0.85
H47 -0.95 -7.43 -1.32
H48 -1.19 -5.73 -3.40
H49 -1.98 -3.50 -2.59
H50 -2.19 -3.48 0.03
C41 5.30 -6.40 -2.57
C42 4.03 -5.93 -2.24
C43 3.79 -5.65 -0.91
N11 4.74 -5.78 0.05
C44 5.99 -6.27 -0.26
C45 6.32 -6.53 -1.62
H51 5.48 -6.55 -3.62
H52 3.32 -5.85 -3.05
H53 2.85 -5.18 -0.66
H54 6.75 -6.36 0.51
H55 7.34 -6.79 -1.88
C46 -0.67 -4.04 6.71
C47 -1.52 -2.99 6.48
C48 -1.46 -2.32 5.26
N12 -0.60 -2.67 4.27
C49 0.20 -3.74 4.53
C50 0.19 -4.50 5.73
H56 -0.73 -4.62 7.62
H57 -2.18 -2.75 7.31
H58 -2.12 -1.49 5.01
H59 0.75 -4.03 3.65
H60 0.63 -5.47 5.89

Mulliken population analysis, charges in e, atoms 1 to 8: -0.42, -0.41, -0.53, -0.01, -0.38, 0.42, 0.38, 0.36